{"formula": "C44H32BrCl2IrN3O5P", "method": "wB97M-V/def2-TZVPD", "elements": ["Ir", "Br", "C", "C", "C", "C", "O", "C", "C", "N", "C", "C", "C", "C", "C", "C", "C", "C", "N", "C", "C", "H", "H", "H", "H", "H", "H", "H", "H", "H", "H", "O", "C", "O", "C", "P", "C", "C", "C", "C", "C", "C", "C", "C", "C", "C", "C", "C", "H", "H", "H", "H", "H", "H", "H", "H", "H", "H", "H", "H", "Cl", "C", "C", "C", "C", "C", "Cl", "C", "N", "C", "C", "C", "C", "C", "C", "C", "C", "O", "O", "H", "H", "H", "H", "H", "H", "H", "H", "H", "H"], "xyz": [[1.10057, 2.00826, -1.41728], [-4.90513, 6.93206, -3.03848], [-3.50893, 5.64606, -2.94038], [-3.19263, 4.86466, -4.06438], [-2.18653, 3.94836, -3.99518], [-1.42963, 3.71576, -2.80008], [-0.54253, 2.81346, -2.80628], [-1.76983, 4.54836, -1.66748], [-1.07153, 4.50346, -0.44588], [-0.08753, 3.69656, -0.17808], [0.54217, 3.62836, 1.01652], [0.11677, 4.02706, 2.26562], [0.79417, 3.77146, 3.46832], [1.82547, 2.87286, 3.72832], [2.34377, 1.88516, 2.89192], [3.49587, 1.14506, 3.20082], [4.06797, 0.32256, 2.26492], [3.50837, 0.22786, 0.96512], [2.42107, 0.81736, 0.60672], [1.74027, 1.66626, 1.53992], [-2.80763, 5.49036, -1.77408], [-3.75583, 4.99176, -4.97588], [-1.93453, 3.36036, -4.86288], [-1.38223, 5.22896, 0.30452], [-0.78553, 4.61866, 2.32842], [0.45257, 4.35366, 4.31432], [2.27407, 2.91666, 4.71342], [3.95137, 1.29476, 4.16972], [4.96997, -0.21714, 2.48842], [4.00037, -0.36904, 0.20952], [-3.05153, 6.10306, -0.92018], [4.46967, 0.95986, -3.83518], [3.35207, 1.18306, -3.43188], [3.00017, 2.01436, -2.54358], [2.17377, 0.34576, -4.04618], [1.18047, -0.17274, -2.59698], [-0.25933, -1.03264, -3.30678], [-1.37473, -0.26284, -3.62818], [-2.48953, -0.85764, -4.19018], [-2.49793, -2.22364, -4.42928], [-1.39333, -2.99284, -4.09728], [-0.27173, -2.40464, -3.53728], [2.16527, -1.47244, -1.79378], [3.36107, -1.98244, -2.29468], [3.99877, -3.01664, -1.62738], [3.45437, -3.54444, -0.46778], [2.28667, -3.00914, 0.05702], [1.65757, -1.96584, -0.59188], [2.55487, -0.48194, -4.64848], [1.57507, 1.00806, -4.67698], [-1.35083, 0.79806, -3.42508], [-3.35443, -0.26074, -4.43978], [-3.36783, -2.68854, -4.87048], [-1.40573, -4.05784, -4.27658], [0.59067, -3.00394, -3.28058], [3.80137, -1.60174, -3.20478], [4.92067, -3.41924, -2.02228], [3.93767, -4.37534, 0.02142], [1.86737, -3.40664, 0.96982], [0.75687, -1.52224, -0.19358], [-3.47193, -1.90784, 3.99022], [-3.41203, -2.96734, 2.63062], [-4.36483, -3.95804, 2.48302], [-4.32263, -4.80344, 1.38712], [-3.34603, -4.63964, 0.41952], [-2.40483, -3.63524, 0.56032], [-1.18303, -3.43054, -0.65198], [-2.39823, -2.79004, 1.67692], [-1.44043, -1.79874, 1.84412], [-0.64633, -1.74464, 2.97642], [-0.46013, -2.90184, 3.74112], [0.30427, -2.88374, 4.88592], [0.91317, -1.70504, 5.29192], [0.71967, -0.55014, 4.55382], [-0.05963, -0.54534, 3.40642], [-0.44203, 0.77086, 2.76362], [0.28877, 1.09856, 1.49902], [1.71427, 2.94276, 0.86322], [-0.21873, 0.91496, 0.40892], [-5.13803, -4.05574, 3.22532], [-5.06063, -5.58184, 1.28362], [-3.30753, -5.29534, -0.43518], [-1.13783, -1.31444, 1.00852], [-0.94473, -3.81224, 3.42492], [0.41617, -3.78104, 5.47382], [1.49717, -1.67194, 6.19812], [1.13847, 0.38206, 4.90112], [-0.25863, 1.55726, 3.49412], [-1.50593, 0.74206, 2.51372]], "forces_ev_per_a": [[-0.61, -2.75, -2.50], [0.19, -0.21, -0.03], [-0.06, 0.29, 0.65], [0.05, 0.00, 0.27], [0.36, -0.38, 0.13], [-0.95, 1.36, 0.60], [2.66, -2.05, 0.42], [0.59, -0.52, -0.17], [-0.32, 0.13, -0.42], [1.07, -0.46, -0.72], [-0.20, 0.39, 1.18], [0.12, -0.18, -0.87], [0.45, -0.01, 0.37], [0.02, 0.09, 0.00], [-0.17, 0.03, -0.42], [0.15, -0.21, -0.26], [0.01, 0.20, 0.79], [-0.20, -0.03, -0.42], [-0.20, 0.98, -0.76], [0.04, -0.14, 0.11], [-0.66, 0.39, -0.66], [0.01, 0.02, -0.11], [0.07, -0.13, -0.09], [0.00, -0.04, 0.11], [-0.09, -0.05, -0.06], [0.02, -0.01, 0.07], [-0.03, 0.08, 0.08], [0.09, -0.08, 0.06], [0.15, -0.12, -0.01], [0.11, -0.07, -0.14], [-0.02, 0.08, 0.11], [0.19, 0.50, 0.43], [-0.61, -2.35, -2.22], [-1.87, 2.16, 2.72], [0.31, 0.51, 0.78], [0.84, 0.96, -0.67], [-0.31, 0.58, 0.65], [0.06, 0.09, 0.09], [-0.05, -0.02, -0.07], [0.04, 0.02, 0.05], [0.05, -0.02, -0.15], [0.27, 0.07, 0.05], [-0.21, 0.48, 0.45], [-0.08, 0.12, -0.28], [0.04, -0.07, 0.03], [-0.02, 0.07, -0.05], [-0.04, -0.04, 0.17], [0.04, 0.06, -0.24], [-0.15, 0.07, 0.16], [-0.12, -0.06, 0.12], [-0.10, 0.12, -0.02], [-0.04, 0.06, -0.01], [-0.04, -0.04, 0.00], [0.03, -0.06, 0.00], [0.02, -0.10, 0.03], [0.01, 0.11, -0.03], [0.02, 0.00, -0.05], [0.07, -0.06, 0.10], [-0.06, -0.03, 0.08], [-0.04, -0.08, 0.13], [-0.29, 0.06, 0.12], [0.11, -0.06, -0.41], [0.07, 0.00, 0.07], [0.08, 0.14, -0.02], [-0.06, 0.03, -0.01], [-0.12, -0.01, 0.39], [-0.18, -0.07, 0.05], [-0.31, -0.30, -0.14], [-0.15, 0.58, -0.62], [0.72, -0.18, 0.56], [0.09, 0.14, -0.22], [0.07, 0.17, 0.06], [0.02, 0.12, 0.03], [0.06, -0.22, 0.15], [-0.18, -0.14, -0.22], [-0.19, -0.22, 0.04], [-0.33, -0.01, 0.70], [-0.06, 0.39, 0.22], [-0.10, 0.35, -0.53], [-0.10, -0.03, 0.14], [-0.07, -0.09, -0.03], [0.03, -0.02, -0.12], [-0.08, -0.07, 0.21], [0.00, -0.14, -0.02], [0.03, -0.12, 0.03], [0.08, -0.02, 0.08], [0.05, 0.09, 0.06], [-0.06, -0.06, -0.13], [0.02, 0.03, -0.02]], "charge": 1, "spin_multiplicity": 2, "homo_ev": [-10.07, -10.41], "gap_ev": [5.611, 5.462], "s_squared": 0.84}

***

{"formula": "C4H11NO", "method": "wB97M-V/def2-TZVPD", "elements": ["C", "C", "C", "C", "N", "H", "H", "H", "H", "H", "H", "H", "H", "H", "H", "H", "O"], "xyz": [[1.80504, 0.98722, -0.59006], [0.65596, 0.01292, -0.82661], [-0.68550, 0.26716, -0.40139], [-0.97730, 1.05903, 0.65269], [-1.75286, -0.35072, -1.09536], [1.71503, 1.84999, -1.25323], [1.76951, 1.25757, 0.45259], [2.72376, 0.44788, -0.79671], [0.87420, -0.93307, -1.30789], [1.46409, -0.87522, 1.22435], [-0.16446, 1.62816, 1.06895], [-1.94245, 0.99739, 1.13058], [-1.54900, -0.47395, -2.07944], [-2.56256, 0.25287, -1.06781], [-0.06533, -1.61346, 1.15024], [-0.43851, -2.46302, 2.25061], [-0.86963, -2.05075, 1.48850]], "forces_ev_per_a": [[-0.75, -0.70, -0.63], [1.68, -0.71, 2.96], [-1.48, 0.88, -0.34], [0.74, -0.21, -0.52], [0.30, -0.09, -0.39], [0.02, 0.13, 0.04], [0.28, 0.54, -0.10], [0.16, 0.21, 0.09], [-0.20, 0.21, -0.50], [-0.49, 0.04, -1.59], [-0.15, -0.06, 0.55], [-0.10, 0.37, -0.11], [0.17, -0.28, 0.09], [-0.13, -0.19, 0.25], [-0.06, 0.30, -0.40], [-0.55, -0.23, 0.08], [0.56, -0.21, 0.51]], "e_above_lowest_kj_mol": 570.8, "charge": 0, "homo_ev": -7.65, "gap_ev": 6.083}

***

{"formula": "C41H41Cl5N6OS2Tb", "method": "wB97M-V/def2-TZVPD", "elements": ["Tb", "Cl", "C", "C", "C", "Cl", "C", "Cl", "C", "Cl", "C", "Cl", "S", "C", "C", "C", "C", "C", "C", "N", "C", "C", "C", "C", "C", "C", "C", "H", "H", "H", "H", "H", "H", "H", "H", "C", "C", "C", "C", "N", "C", "S", "N", "C", "C", "C", "C", "H", "H", "H", "H", "H", "H", "H", "H", "H", "H", "H", "H", "H", "H", "H", "H", "H", "H", "H", "H", "C", "C", "C", "C", "C", "N", "C", "O", "N", "C", "C", "C", "C", "N", "C", "C", "C", "H", "H", "H", "H", "H", "H", "H", "H", "H", "H", "H", "H", "H"], "xyz": [[-0.30921, 1.79702, 1.02404], [-0.74388, 4.75115, 2.86305], [-2.30769, 4.02358, 2.51013], [-2.26288, 2.76402, 1.96708], [-3.46198, 2.22120, 1.59123], [-3.32986, 0.66691, 0.75984], [-4.68840, 2.83769, 1.77794], [-6.14681, 2.06725, 1.29798], [-4.69257, 4.10716, 2.36459], [-6.17891, 4.91263, 2.63895], [-3.48639, 4.72545, 2.71860], [-3.46685, 6.29979, 3.39659], [1.58289, -3.12713, 1.58890], [1.13895, -2.09227, 2.93184], [1.35585, -2.57959, 4.22787], [1.22594, -1.74810, 5.31680], [0.89771, -0.40555, 5.10364], [0.68941, 0.07205, 3.82923], [0.79662, -0.75461, 2.69182], [0.62533, -0.22254, 1.42169], [0.95919, -2.64150, 0.17947], [0.22621, -0.36333, -1.20912], [0.83406, -1.05958, -2.24627], [1.14545, -0.35226, -3.40047], [0.87624, 1.00987, -3.47123], [0.28436, 1.65943, -2.39490], [-0.08139, 0.99320, -1.22398], [1.64188, -3.61785, 4.36493], [1.38274, -2.12379, 6.31855], [0.79171, 0.26366, 5.94901], [0.40789, 1.10977, 3.69802], [1.04521, -2.11737, -2.15625], [1.60890, -0.86532, -4.23430], [1.13065, 1.56778, -4.36492], [0.08885, 2.72337, -2.48901], [-6.43216, -3.00964, -2.77518], [-5.78847, -1.63892, -2.97414], [-4.43417, -1.49885, -2.28506], [-3.36757, -2.43673, -2.84747], [-2.05127, -2.22337, -2.23754], [-1.65641, -2.64028, -1.03611], [-0.23131, -1.29818, 0.29855], [-2.52210, -3.38295, -0.35500], [-2.26419, -3.91669, 0.98379], [-2.81247, -3.04310, 2.11562], [-4.26850, -3.33552, 2.47246], [-5.25216, -3.03051, 1.34462], [-7.43922, -3.03438, -3.19241], [-6.51157, -3.25098, -1.70996], [-5.86566, -3.80780, -3.26053], [-6.45479, -0.86680, -2.58334], [-5.67383, -1.43178, -4.04313], [-4.55738, -1.68091, -1.21107], [-4.06707, -0.47348, -2.38470], [-3.25884, -2.27512, -3.91972], [-3.64551, -3.48641, -2.72643], [-1.41559, -1.61516, -2.72827], [-3.42417, -3.60196, -0.75164], [-1.19092, -4.06786, 1.07381], [-2.71979, -4.90843, 1.03019], [-2.71179, -1.99192, 1.82657], [-2.18438, -3.18498, 3.00002], [-4.53774, -2.75221, 3.35555], [-4.35986, -4.38702, 2.76136], [-5.15529, -1.99361, 1.00563], [-6.28262, -3.18101, 1.66840], [-5.09902, -3.68512, 0.47963], [4.79162, 0.48378, -4.61339], [5.36134, 0.88378, -3.27516], [4.89284, 0.32424, -2.09041], [5.41505, 0.68420, -0.85479], [6.41794, 1.64190, -0.78400], [7.01364, 2.05506, 0.43866], [6.54086, 1.95224, 1.72154], [7.27079, 1.84198, 2.67949], [5.15168, 1.93544, 1.88892], [4.17268, 2.64195, 1.19000], [4.42205, 3.60135, 0.21100], [3.35684, 4.24675, -0.39409], [2.06672, 3.93749, -0.01562], [1.82003, 3.02519, 0.92960], [2.84600, 2.40193, 1.51210], [6.89122, 2.21903, -1.95644], [6.37575, 1.83259, -3.18330], [4.41009, -0.53695, -4.58839], [5.54712, 0.54054, -5.39697], [3.96840, 1.14141, -4.90531], [4.11259, -0.42897, -2.12635], [5.05109, 0.20011, 0.04320], [8.01225, 2.19299, 0.42206], [4.90989, 1.62453, 2.81684], [5.43693, 3.84672, -0.06798], [3.53028, 4.99789, -1.15317], [1.21238, 4.42960, -0.46268], [2.60898, 1.66511, 2.27368], [7.67677, 2.96657, -1.90692], [6.77286, 2.28100, -4.08792]], "forces_ev_per_a": [[0.59, 0.47, -0.14], [-0.10, 0.00, 0.03], [0.17, 0.18, 0.05], [-0.08, 0.05, -0.04], [-0.07, -0.21, -0.10], [-0.12, -0.05, 0.03], [-0.09, -0.06, -0.02], [0.01, 0.05, 0.02], [0.00, 0.00, 0.01], [0.00, 0.01, -0.01], [-0.02, 0.00, 0.10], [-0.05, 0.01, 0.00], [0.14, -0.15, -0.03], [-0.14, -0.06, 0.19], [0.02, -0.03, -0.12], [-0.02, 0.08, 0.00], [-0.01, -0.07, 0.06], [0.03, -0.11, -0.13], [-0.13, 0.10, -0.07], [-0.21, -0.36, 0.05], [-0.21, 0.15, -0.08], [-0.04, -0.36, 0.03], [-0.08, 0.08, -0.13], [0.05, 0.02, 0.04], [-0.02, -0.02, 0.01], [-0.04, 0.11, -0.22], [-0.10, -0.13, 0.34], [-0.03, 0.05, -0.02], [-0.01, 0.01, -0.03], [0.00, -0.02, -0.04], [-0.03, 0.25, 0.06], [-0.01, 0.04, 0.00], [0.00, 0.02, 0.02], [-0.01, -0.03, 0.01], [0.01, 0.02, -0.02], [-0.01, 0.00, 0.03], [0.00, -0.06, -0.03], [0.03, 0.02, 0.06], [0.10, 0.03, 0.03], [-0.11, -0.07, 0.13], [-0.20, 0.03, -0.22], [0.66, -0.01, 0.29], [0.23, -0.06, 0.03], [-0.09, 0.05, -0.16], [0.00, 0.03, -0.01], [-0.01, 0.00, -0.05], [0.00, 0.01, -0.01], [0.03, 0.00, 0.01], [0.00, 0.02, -0.06], [-0.01, 0.04, 0.02], [0.01, -0.01, -0.01], [-0.02, -0.01, 0.02], [0.03, 0.03, -0.05], [-0.01, 0.00, 0.00], [0.01, 0.00, -0.03], [-0.02, -0.01, -0.03], [0.01, -0.01, 0.00], [-0.08, -0.01, 0.02], [0.05, 0.06, -0.01], [0.04, -0.03, 0.03], [0.04, -0.03, 0.04], [-0.03, -0.04, 0.00], [-0.02, 0.02, -0.02], [0.00, 0.01, 0.02], [0.00, -0.07, 0.04], [0.02, 0.01, 0.01], [-0.03, 0.03, 0.08], [0.02, 0.02, 0.07], [-0.04, -0.01, -0.05], [-0.03, -0.01, 0.04], [0.00, -0.12, -0.06], [0.04, 0.01, 0.08], [-0.02, 0.08, -0.05], [0.02, -0.26, -0.12], [-0.06, 0.09, 0.00], [-0.10, 0.14, -0.14], [0.21, 0.07, 0.16], [0.07, 0.12, -0.08], [0.10, 0.04, -0.01], [0.00, -0.04, 0.07], [-0.05, -0.04, -0.03], [-0.15, -0.12, 0.07], [0.02, 0.02, -0.07], [0.02, 0.04, -0.02], [-0.01, 0.01, 0.02], [0.00, 0.01, 0.03], [0.02, -0.01, 0.04], [0.02, 0.02, -0.01], [0.04, 0.02, -0.06], [0.05, -0.05, 0.01], [-0.03, 0.05, 0.06], [-0.08, 0.04, 0.03], [0.01, -0.04, 0.03], [-0.02, 0.00, -0.02], [-0.03, -0.05, -0.02], [-0.04, -0.04, 0.00], [-0.02, -0.02, 0.04]], "e_above_lowest_kj_mol": 671.9, "charge": 1, "spin_multiplicity": 7, "homo_ev": [-10.26, -10.27], "gap_ev": [6.856, 6.990], "s_squared": 12.60}

***

Number 1: energy -168061.2681 eV. Number 2: energy -7858.6377 eV. Number 3: energy -160877.9388 eV.